No. 1
This record from the OMol25 dataset describes an isolated molecule of C4H7N3S at a distorted geometry. The level of theory is ωB97M-V/def2-TZVPD.

## Properties
* E_tot: -19565.0886 eV
* orbital gap: 8.9366 eV
* spin multiplicity: 1
* energy above the lowest of the compared OMol25 structures with the same formula, charge and spin: 259.5 kJ/mol
* largest force on an atom: 1.821 eV/A
* HOMO: -8.318 eV
* structure (SMILES): [H]/N=c1\ccn(S)n1C

```
15
Properties=species:S:1:pos:R:3:forces:R:3
H 0.9792 -1.7852 -2.1526 0.9 -0.6 -0.5
N 0.1364 -1.4469 -1.7599 -0.9 0.4 0.5
C 0.4098 -0.6515 -0.8030 -0.3 -0.5 -0.6
C 1.6831 -0.2107 -0.2540 0.5 -0.3 -0.7
C 1.4023 0.6302 0.7113 -0.8 1.3 1.0
N 0.0251 0.7437 0.9670 0.1 -0.4 -0.3
S -0.5444 2.3277 1.2805 -0.1 -0.5 0.2
N -0.6161 0.0092 -0.1031 1.1 0.2 0.7
C -1.8063 -0.7307 0.2829 0.1 0.5 0.5
H 2.6851 -0.4435 -0.5961 -0.4 -0.1 -0.1
H 2.0261 1.3408 1.2163 0.3 -0.1 0.4
H -0.1107 2.8809 0.1515 0.0 0.4 -0.4
H -1.6334 -1.4398 1.1334 -0.1 0.7 -0.6
H -2.5378 0.0563 0.5243 -0.1 -0.7 0.1
H -2.0982 -1.2805 -0.5986 -0.3 -0.1 -0.1
```
Positions in Å, forces in eV/Å.

---

No. 2
This record from the OMol25 dataset describes a structure of composition C19H33AlBrCl3F6K2MgNO15PS2 at a distorted geometry. The level of theory is ωB97M-V/def2-TZVPD.

## Properties
* E_tot: -251987.5263 eV
* orbital gap: 1.8065 eV
* spin multiplicity: 1
* largest force on an atom: 13.629 eV/A
* HOMO: -7.556 eV

```
85
Properties=species:S:1:pos:R:3:forces:R:3
C 6.3918 -2.3038 0.6244 0.4 0.5 -0.8
C 5.4885 -1.7160 -0.4976 0.0 -2.1 -0.1
C 3.9584 -1.9037 -0.2877 0.2 2.4 4.0
C 3.5710 -2.0487 1.2675 -0.9 0.3 -0.2
C 2.0021 -1.9299 1.5349 0.6 0.3 0.8
C 1.6797 -1.2170 2.8729 0.8 0.6 -0.2
C 2.0609 0.3410 2.9328 -2.6 -0.1 1.2
C 1.0312 1.3123 2.1600 1.8 -0.2 0.2
C 1.2408 1.1737 0.6266 -0.9 0.8 -0.3
C 0.0011 0.6925 -0.1840 0.6 -1.4 -0.1
C -0.9369 -0.2996 0.5741 0.5 0.7 -0.2
P -1.6740 -1.6725 -0.5047 -0.2 4.9 -1.0
O -0.3544 -2.8406 -0.3731 -0.8 -2.3 1.5
C -0.7132 -3.9454 0.4822 0.7 -0.8 2.9
C -1.6772 -3.3166 1.6854 1.6 1.1 -0.4
O -2.4248 -2.2346 1.0273 1.2 -1.4 2.2
H 6.6605 -1.4950 1.3165 -0.2 -0.5 0.1
H 5.9744 -3.1780 1.1321 0.1 0.3 0.0
H 7.3291 -2.6201 0.1428 -0.3 0.1 0.3
H 5.7634 -2.2106 -1.4430 0.0 0.5 0.1
H 5.6662 -0.6357 -0.5985 -0.4 -0.2 -0.1
H 3.4132 -1.0154 -0.6525 -0.4 -1.0 -0.5
H 3.6129 -2.8096 -1.0544 -0.1 -0.5 -0.7
H 4.1222 -1.3324 1.8925 0.0 0.0 -0.6
H 3.8708 -3.0594 1.5607 0.3 0.6 0.4
H 1.6216 -2.9463 1.6435 -0.1 0.4 0.2
H 1.4807 -1.5186 0.6638 0.0 0.1 0.4
H 0.6017 -1.4130 3.1682 2.3 -0.7 -1.6
H 2.2872 -1.7235 3.6493 -0.3 0.1 -0.2
H 3.0938 0.5326 2.6232 -0.4 -0.1 -0.1
H 1.9995 0.6523 4.0322 0.5 -0.4 -1.1
H 1.3480 2.3312 2.4386 -0.3 -0.3 0.0
H -0.0356 1.2301 2.5030 1.0 0.1 -0.9
H 2.1118 0.5362 0.4037 -0.3 0.1 0.3
H 1.5119 2.1706 0.2414 0.0 -0.4 0.1
H -0.5663 1.5195 -0.6197 0.2 -0.2 0.3
H 0.3938 0.1400 -1.0624 -0.1 0.3 0.2
H -0.4831 -0.7539 1.4728 0.2 0.1 -0.4
H -1.7973 0.2851 0.9380 0.1 -0.5 -0.1
H -2.3624 -2.7387 -1.2407 1.6 4.6 -3.2
H -1.1269 -1.2147 -1.7384 0.2 0.0 0.4
H -2.8549 -0.8620 -0.6532 0.1 -0.3 -0.2
H -1.3971 -4.7536 0.0416 5.9 -0.7 1.2
H 0.0932 -4.4656 1.0348 0.2 0.4 -0.8
H -2.2932 -4.0520 2.2938 0.4 0.7 -1.2
H -0.9095 -2.9378 2.3908 -0.5 0.3 -0.1
K -2.7328 -3.9318 -0.3039 -11.4 -7.4 -0.8
C -0.6945 0.2905 -4.4227 -0.8 2.7 -1.1
O -0.0911 0.4248 -5.5004 0.1 -0.5 0.4
O -0.3892 -0.9840 -3.8205 0.6 -2.6 -0.2
O -1.4622 1.0115 -3.8043 0.1 -0.6 0.4
H 0.2141 -1.2372 -4.5509 0.1 -0.1 0.3
K -0.4095 -0.1782 4.2381 -1.8 1.0 1.5
Al -1.3053 -3.2554 -3.4999 0.3 1.3 0.3
Br 2.5874 -3.8255 -0.3386 0.1 -1.4 -2.8
C -3.2262 -7.6331 1.8954 0.0 0.4 -0.4
O -2.4443 -8.1331 1.0431 0.2 -0.7 -0.3
O -2.9828 -8.0565 3.2029 0.2 -0.2 -0.5
O -4.1153 -6.8073 1.7054 -0.2 0.5 0.2
H -2.2497 -8.6453 2.9697 0.1 -0.1 0.7
C -0.2204 -7.3403 -0.9500 0.6 1.6 0.3
O 0.4214 -7.3742 0.1111 0.2 -0.8 -0.1
O -0.3562 -6.3223 -1.6975 -0.2 0.3 0.0
O -0.8602 -8.4047 -1.4570 0.1 -2.9 -0.5
Mg -0.5968 -10.2620 -0.9379 -0.7 3.2 0.4
C -3.6575 2.9532 -0.8370 -0.2 0.2 -0.1
Cl -2.5465 2.7347 0.5284 -0.1 0.1 0.2
Cl -4.5644 1.4717 -1.1558 0.1 0.0 0.0
Cl -4.7389 4.2984 -0.5104 -0.1 -0.2 0.0
H -3.0681 3.1892 -1.7162 0.1 -0.1 0.1
C -2.2525 11.3897 -2.4932 -0.3 -0.1 -1.1
F -2.2414 12.7205 -2.3729 0.1 -0.1 0.4
F -3.4632 11.0416 -2.9553 0.0 0.0 0.2
F -1.3691 11.0692 -3.4515 0.1 0.0 0.2
S -1.8650 10.5630 -0.9038 0.0 0.9 0.3
O -2.9111 10.9856 -0.0129 -0.1 -0.3 -0.2
O -0.5442 11.0232 -0.5697 0.0 -0.3 -0.2
N -1.9674 9.0709 -1.4394 0.2 0.1 0.8
S -1.6882 7.9446 -0.3637 0.1 -0.4 0.5
O -2.6877 7.7814 0.6588 -0.1 0.1 -0.3
O -0.3243 7.8134 0.0779 0.0 0.1 -0.3
C -1.9417 6.5121 -1.4772 -0.3 -0.3 -1.2
F -1.0873 6.5162 -2.5092 0.1 0.1 0.2
F -3.1756 6.4869 -2.0072 0.1 0.2 0.3
F -1.7669 5.3454 -0.8331 0.1 0.2 0.3
```
Positions in Å, forces in eV/Å.

---

No. 3
This record from the OMol25 dataset describes a structure of composition C29H63Ca3N2O15P2 at a distorted geometry. The level of theory is ωB97M-V/def2-TZVPD.

## Properties
* E_tot: -138664.0928 eV
* total charge: -1
* orbital gap: 2.1969 eV
* spin multiplicity: 1
* energy above the lowest of the compared OMol25 structures with the same formula, charge and spin: 3362.9 kJ/mol
* largest force on an atom: 7.461 eV/A
* HOMO: -3.501 eV

```
114
Properties=species:S:1:pos:R:3:forces:R:3
Ca 5.2105 2.1796 -0.3409 -0.7 0.2 0.2
Ca 1.0662 -1.9320 5.4247 0.0 0.6 -0.7
Ca -0.1877 3.6423 2.1238 0.7 -0.3 -0.2
P 3.1826 6.6201 -0.0972 -0.5 2.6 1.6
O 3.3901 5.7683 1.1379 1.7 -2.7 2.6
O 1.9194 5.9789 -0.6136 0.0 1.0 -1.4
O 4.6141 6.2405 -0.5716 -0.5 -0.7 -0.4
O 3.2839 8.0457 0.5122 -0.9 -1.0 -2.1
P 1.4076 -1.0425 0.9124 2.4 0.7 0.8
O 2.1178 -0.1060 1.9177 0.5 3.1 2.9
O 0.0946 -0.5388 1.5937 -0.3 0.1 -1.0
O 1.9005 -2.3008 1.6275 -0.8 -1.6 -1.7
O 1.9905 -0.4747 -0.3810 -1.8 -1.8 -0.1
O -0.5083 3.0273 9.7899 -0.4 1.4 1.8
C -0.4756 2.1771 8.8073 0.8 -3.6 -6.5
O -0.4502 2.4953 7.5921 -0.2 2.3 0.3
O -0.4221 0.9379 9.0462 -0.2 -0.5 2.5
H -0.6136 2.3194 10.4298 0.0 0.2 1.6
C 8.7139 -3.9680 -3.2418 -0.5 0.6 -0.4
C 10.0331 -3.2456 -3.3688 0.2 1.0 -0.2
C 9.7574 -1.7759 -2.8338 -1.1 -1.1 0.1
O 8.3403 -1.8030 -2.4482 1.2 0.3 0.9
C 7.7409 -2.7931 -3.2115 -1.0 -1.4 -0.3
H 8.5233 -4.4993 -2.3093 0.6 -0.2 0.0
H 8.5625 -4.6191 -4.1027 -0.2 -0.2 0.2
H 10.2222 -3.1796 -4.4403 0.5 -0.1 0.0
H 10.8276 -3.7960 -2.8650 0.2 0.4 -0.1
H 9.7742 -0.9557 -3.5515 0.7 -0.3 -0.4
H 10.4136 -1.5347 -1.9975 -0.4 0.1 0.2
H 7.4194 -2.4133 -4.1814 0.3 0.0 -0.4
H 6.8511 -3.2251 -2.7535 -0.3 0.8 0.4
C -5.0038 -6.5829 4.8197 -3.7 -1.7 1.0
C -3.9956 -7.4447 4.2259 2.6 -0.8 -2.3
C -2.9087 -6.4341 3.7126 -1.3 0.0 0.8
O -3.1162 -5.3155 4.5591 1.3 0.5 1.8
C -4.5069 -5.2242 4.8393 1.2 1.8 -0.8
H -5.2921 -7.0458 5.7634 0.1 0.6 0.5
H -5.9510 -6.5253 4.2834 -0.1 -0.5 -0.3
H -4.2559 -8.0931 3.3892 -0.5 0.0 0.1
H -3.5121 -8.0992 4.9511 0.0 0.1 0.1
H -3.0601 -5.9512 2.7472 0.1 -1.1 -0.8
H -1.9476 -6.9307 3.8454 0.3 0.8 -0.2
H -4.9133 -4.6939 3.9781 -0.4 0.4 0.0
H -4.7464 -4.6560 5.7382 0.5 0.0 0.0
C 8.2953 -1.4866 8.1690 0.9 -0.1 1.1
C 8.4027 -2.5770 7.1192 0.4 -0.8 0.0
C 7.0784 -2.5422 6.3809 -0.5 1.1 0.1
O 6.1782 -1.7791 7.2387 -0.1 -1.6 -0.8
C 6.9629 -0.8561 7.9136 -0.3 1.4 0.2
H 9.1004 -0.7519 8.1561 0.0 0.0 -0.4
H 8.3923 -1.9177 9.1654 -0.4 -0.1 0.1
H 8.5007 -3.5638 7.5718 0.3 0.1 0.1
H 9.2652 -2.4016 6.4761 -0.1 -0.2 -0.2
H 6.6258 -3.5107 6.1681 0.0 0.1 0.1
H 7.2321 -1.9913 5.4530 -0.3 0.0 -0.3
H 6.4469 -0.4971 8.8041 -0.1 -0.3 0.1
H 7.0739 0.0352 7.2960 0.2 0.3 -0.3
C 5.0356 4.2580 -7.9717 0.7 -0.6 0.4
C 6.2069 5.1729 -7.4640 -2.2 -0.7 0.5
C 6.7751 4.2863 -6.4070 1.8 -0.7 0.3
O 5.8004 3.4337 -5.8448 0.3 0.4 -0.2
C 4.6541 3.4452 -6.7009 0.7 1.0 0.1
H 5.4448 3.5696 -8.7112 -0.2 0.0 -0.2
H 4.1354 4.7402 -8.3529 0.3 0.2 -0.2
H 5.7374 5.9736 -6.8927 0.2 0.7 -0.6
H 6.9807 5.4508 -8.1797 -0.5 0.3 0.0
H 7.2899 4.8836 -5.6545 -0.2 -0.1 0.4
H 7.5435 3.6578 -6.8571 0.3 -0.2 -0.1
H 3.9392 4.0377 -6.1300 -0.8 -0.6 -0.2
H 4.4088 2.3987 -6.8817 -0.5 0.3 -0.1
C -6.2976 4.9074 -0.0787 -0.3 0.0 -0.4
C -4.9336 4.6339 0.5488 0.1 0.0 0.2
N -4.7618 5.1094 1.9305 0.1 -1.3 0.8
C -5.7868 4.5221 2.8353 0.5 1.6 0.5
C -6.0202 3.0267 2.8919 -0.1 0.1 0.7
C -4.6322 6.5487 2.1822 0.0 -0.2 -2.2
C -4.3028 7.1010 3.5286 0.1 -0.7 0.5
H -7.1009 4.7629 0.6438 0.0 -0.2 0.0
H -6.4824 4.2436 -0.9233 0.1 -0.3 0.1
H -6.4527 5.8986 -0.5046 0.4 0.3 0.3
H -4.7422 3.5613 0.5795 -0.5 -0.2 0.3
H -4.1172 4.8894 -0.1267 0.1 0.9 0.2
H -5.4141 4.8462 3.8070 -0.2 -0.4 0.2
H -6.6900 5.1246 2.7391 -0.7 -0.2 -0.3
H -6.1630 2.5272 1.9336 0.7 -0.1 0.1
H -5.2798 2.6617 3.6037 0.7 -0.8 -0.9
H -6.9011 2.7425 3.4676 -0.5 0.7 -0.1
H -5.5239 7.0861 1.8594 -0.5 0.0 -0.3
H -3.8298 6.8481 1.5080 0.0 0.3 -0.2
H -4.4201 8.1807 3.4361 0.2 0.0 0.3
H -3.2807 6.8391 3.8022 0.0 0.1 0.3
H -4.9921 6.7077 4.2758 0.1 0.3 0.2
C -6.2524 -3.9265 -7.8807 -0.8 0.3 -0.1
C -7.2122 -2.9284 -7.1426 4.6 0.5 -0.6
N -6.9951 -3.0680 -5.6848 -1.5 -0.4 -0.5
C -5.7818 -2.3414 -5.2010 0.6 -1.0 -1.7
C -4.7015 -3.2348 -4.4818 -1.1 1.3 1.4
C -8.2631 -2.7376 -5.0438 1.5 -0.1 0.3
C -8.1507 -3.0432 -3.5762 -1.1 0.2 -0.2
H -6.0330 -3.5703 -8.8872 -0.6 -0.3 -0.4
H -6.7318 -4.9048 -7.8467 0.2 -0.2 -0.4
H -5.2341 -4.0365 -7.5077 -0.2 0.2 0.9
H -6.7269 -1.9672 -7.3120 -0.3 0.6 -0.7
H -8.1476 -2.8395 -7.6950 -0.6 -0.6 1.1
H -5.2467 -2.0046 -6.0889 -0.1 -0.1 -0.4
H -6.0410 -1.3699 -4.7802 -0.1 -0.2 0.9
H -3.6872 -2.8396 -4.5367 0.0 -0.1 -0.9
H -4.8358 -3.1102 -3.4073 -0.4 -0.5 0.3
H -4.7717 -4.2987 -4.7084 0.0 0.3 -0.3
H -9.0539 -3.2851 -5.5567 0.0 -0.3 0.3
H -8.5346 -1.6889 -5.1650 0.1 0.6 -0.1
H -7.2926 -2.5546 -3.1146 -0.1 0.0 0.0
H -8.0951 -4.1206 -3.4204 -0.1 0.1 0.2
H -9.0822 -2.5996 -3.2245 0.1 -0.4 1.0
```
Positions in Å, forces in eV/Å.

---

No. 4
This record from the OMol25 dataset describes a structure of composition C16H26O2SbSe4W. The level of theory is ωB97M-V/def2-TZVPD.

## Properties
* E_tot: -290853.2133 eV
* total charge: +1
* orbital gap (alpha / beta): 5.5959 / 5.7660 eV
* spin multiplicity: 1
* energy above the lowest of the compared OMol25 structures with the same formula, charge and spin: 101.1 kJ/mol
* largest force on an atom: 0.979 eV/A
* HOMO (alpha / beta): -10.712 / -10.811 eV

```
50
Properties=species:S:1:pos:R:3:forces:R:3
W 0.4292 -0.4900 0.0508 0.0 0.5 0.8
Se 0.7844 0.4927 -2.1708 0.2 -0.3 0.4
Se 2.2806 1.3598 1.0283 -0.2 0.4 -0.1
Se 2.5268 -0.8784 1.1527 0.0 -0.5 -0.3
Se -0.4169 -2.5482 -0.3166 0.1 0.0 0.1
C -4.9554 3.5829 4.7658 0.0 0.0 0.0
C -3.9842 2.8479 3.8936 0.1 -0.1 0.0
C -4.0533 2.9439 2.5084 0.0 0.0 0.0
C -3.1521 2.2995 1.6795 0.0 0.0 0.0
C -3.3313 2.4743 0.1953 0.0 -0.1 0.0
C -2.1396 1.5065 2.2815 -0.2 0.2 0.0
C -2.0518 1.3917 3.6897 0.0 0.0 0.1
C -0.9990 0.5919 4.4062 0.1 0.0 0.0
C -2.9764 2.0701 4.4585 -0.1 0.1 0.0
C -1.1926 0.8086 1.4624 -0.2 0.2 0.2
O -0.3740 -0.0766 1.9099 0.1 -0.4 -0.2
O -1.0517 0.9827 0.2003 0.0 0.0 -0.5
H -5.8514 3.8641 4.2158 0.0 0.0 0.0
H -4.4956 4.4967 5.1479 0.0 0.0 0.0
H -5.2453 2.9794 5.6252 0.0 0.0 0.0
H -4.8383 3.5406 2.0604 0.0 0.0 0.0
H -4.2258 3.0644 0.0076 0.0 0.0 0.0
H -3.4387 1.5174 -0.3146 0.0 0.0 0.0
H -2.4802 2.9822 -0.2552 0.0 0.0 0.0
H -1.0903 -0.4749 4.1961 0.0 0.1 0.0
H -1.0996 0.7426 5.4780 0.0 0.0 0.0
H 0.0070 0.8929 4.1100 0.0 0.0 0.0
H -2.9133 1.9915 5.5369 0.0 0.0 0.0
C 3.8933 0.5914 -3.6534 -0.1 0.0 0.0
C 4.0622 -0.6567 -2.8021 0.0 -0.1 -0.1
Sb 2.2677 -1.6312 -2.1751 0.3 0.1 -0.8
C 1.3458 -2.6366 -3.8223 -0.1 -0.1 0.0
C 0.1165 -1.9757 -4.4342 0.1 -0.1 0.1
C 3.1156 -3.3183 -1.1484 -0.2 0.0 0.1
C 3.8469 -4.2130 -2.1380 -0.1 0.0 -0.1
H 4.8661 0.9108 -4.0237 0.0 0.0 0.0
H 3.4667 1.4144 -3.0805 0.0 0.0 0.0
H 3.2522 0.4110 -4.5196 0.0 0.0 0.0
H 4.6334 -0.4593 -1.8973 0.0 0.0 0.1
H 4.5940 -1.4380 -3.3503 0.0 0.0 0.0
H 1.1129 -3.6314 -3.4365 0.0 0.0 0.0
H 2.1466 -2.7541 -4.5531 0.0 0.0 0.0
H -0.6605 -1.7938 -3.6900 0.0 0.0 0.0
H -0.2980 -2.6326 -5.1983 0.0 0.0 0.0
H 0.3562 -1.0260 -4.9047 0.0 0.1 0.0
H 2.2913 -3.8235 -0.6452 0.0 0.0 0.0
H 3.7886 -2.9194 -0.3947 0.0 0.1 0.0
H 3.1851 -4.6163 -2.9069 0.0 0.0 0.1
H 4.2737 -5.0616 -1.6010 0.0 0.0 0.0
H 4.6723 -3.6963 -2.6281 0.0 0.0 0.0
```
Positions in Å, forces in eV/Å.

---

> The highest largest force on an atom belongs to which entry?

C19H33AlBrCl3F6K2MgNO15PS2